(one)
Entry from the Open Molecules 2025 dataset: a single C6H11ClO molecule (ωB97M-V with the def2-TZVPD basis set).

```
! wB97M-V def2-TZVPD RIJCOSX def2/J DEFGRID3
* xyz 0 1
C -1.95378 -0.61312 0.16623
C -0.55882 -0.73547 0.76752
C 0.48084 0.25519 0.31922
C 0.69422 1.42191 1.21149
C 1.17843 0.05910 -0.79692
C 1.02395 -0.93848 -1.87272
H -1.87213 -0.69052 -0.92148
H -2.56056 -1.49557 0.47308
H -2.48534 0.32712 0.38856
H -0.12701 -1.71211 0.57242
H -0.66838 -0.71917 1.87051
H 1.11597 0.98383 2.10927
H 1.36791 2.19979 0.81692
H -0.98396 2.32843 0.89594
H 1.26878 -0.47162 -2.86807
H 1.82173 -1.69329 -1.76603
H 0.01462 -1.38542 -1.93400
O -0.49657 1.95907 1.68090
Cl 2.74012 0.92032 -1.11286
*
```

## Properties
HOMO	-9.07	eV
orbital gap	0.362	hartree


(two)
Entry from the Open Molecules 2025 dataset: 2 unconnected molecules or ions with the total composition C6H11ClO (ωB97M-V with the def2-TZVPD basis set).

```
! wB97M-V def2-TZVPD RIJCOSX def2/J DEFGRID3
* xyz 0 1
C 0.38797 0.46457 -0.33830
C 1.66964 0.11242 -0.36163
C -2.00124 -0.77423 1.10286
C 2.23169 -0.90981 -1.28888
C 2.53048 0.05433 0.94507
C -3.86425 0.57044 0.16483
O -2.75878 0.17840 0.97280
Cl -2.03712 -2.16169 -0.09846
H -0.00727 0.94608 0.47720
H -0.11837 0.26963 -1.28057
H 3.30792 -0.75800 -1.26165
H 1.90373 -0.55830 -2.28428
H 1.84052 -1.91157 -1.11903
H 2.35406 0.91670 1.55081
H 3.56607 0.08166 0.76707
H 2.31943 -0.80656 1.54926
H -3.47990 0.87786 -0.75613
H -4.48698 1.27380 0.80387
H -4.50584 -0.29963 -0.02012
*
```

## Properties
HOMO	-8.65	eV
orbital gap	0.340	hartree


Pick (one): it beats the second-best structure by 345.7 kJ/mol.


(one)
Entry from the Open Molecules 2025 dataset: a single C21H27NO3 molecule (ωB97M-V with the def2-TZVPD basis set).

```
! wB97M-V def2-TZVPD RIJCOSX def2/J DEFGRID3
* xyz 0 1
C -7.25910 -2.21913 1.02390
H -8.22248 -2.27882 0.52338
C -6.28169 -1.38652 0.20512
C -4.91449 -1.29083 0.89351
N -3.93505 -0.45191 0.22643
H -4.30837 0.48930 0.13352
C -3.50017 -0.92680 -1.07494
C -2.19769 -0.22278 -1.46839
O -1.91628 -0.54892 -2.80900
H -1.06575 -0.16158 -3.04685
C -1.05703 -0.65653 -0.53246
O 0.01834 0.25975 -0.52395
C -0.09907 1.44013 0.14533
C -1.19308 1.76995 0.94193
C -1.25466 2.99345 1.58479
C -0.24307 3.92464 1.42783
C 0.83765 3.61101 0.62889
C 0.94421 2.37417 -0.00338
C 2.17032 2.16285 -0.82102
O 2.67637 3.08706 -1.41879
C 2.79353 0.78735 -0.82131
H 3.71701 0.82981 -1.40249
H 2.10864 0.08848 -1.30153
C 3.09291 0.29833 0.60481
C 3.60358 -1.11291 0.56026
C 2.71210 -2.17838 0.56601
C 3.16898 -3.48121 0.48420
C 4.52705 -3.73542 0.39252
C 5.42315 -2.68049 0.38364
C 4.96312 -1.37790 0.46545
H 5.66632 -0.55716 0.45871
H 6.48384 -2.87290 0.31276
H 4.88544 -4.75232 0.32919
H 2.46521 -4.30112 0.49310
H 1.65203 -1.98028 0.63881
H 3.83603 0.95618 1.06030
H 2.18095 0.34374 1.20228
H 1.63811 4.31997 0.47910
H -0.29915 4.88380 1.91838
H -2.10945 3.21817 2.20537
H -2.00852 1.07439 1.06379
H -1.44951 -0.82891 0.47408
H -0.62795 -1.58862 -0.91248
H -2.33747 0.86685 -1.37159
H -4.22698 -0.76018 -1.88212
H -3.30989 -2.00077 -1.00881
H -4.48120 -2.29075 0.98787
H -5.04738 -0.88499 1.90121
H -6.68375 -0.37876 0.06866
H -6.16019 -1.83564 -0.78256
H -7.40871 -1.77650 2.00637
H -6.87854 -3.22918 1.15822
*
```

## Properties
HOMO	-8.80	eV
orbital gap	0.345	hartree


(two)
Entry from the Open Molecules 2025 dataset: a single C21H27NO3 molecule (ωB97M-V with the def2-TZVPD basis set).

```
! wB97M-V def2-TZVPD RIJCOSX def2/J DEFGRID3
* xyz 0 1
O 1.56370 -0.26255 -0.76710
C 1.86346 -0.95415 0.17791
N 2.78480 -1.93679 0.13645
H 3.00348 -2.45165 0.97394
C 3.65785 -2.11397 -0.99980
H 3.71323 -3.17571 -1.25509
H 3.20129 -1.56497 -1.82568
C 5.06210 -1.55594 -0.71051
C 4.94950 -0.11695 -0.29253
C 4.82145 0.88522 -1.24497
C 4.63467 2.20027 -0.86164
C 4.57008 2.53084 0.48125
C 4.69966 1.53998 1.43809
C 4.88663 0.22437 1.05179
H 4.98899 -0.54538 1.80538
H 4.65229 1.79076 2.48832
H 4.41776 3.55702 0.78126
H 4.53198 2.96953 -1.61251
H 4.86229 0.63043 -2.29397
H 5.66668 -1.64902 -1.61350
H 5.53006 -2.14381 0.08245
C 1.20069 -0.77498 1.55263
H 1.16064 -1.72610 2.09458
H 1.75166 -0.02584 2.12539
O -0.10396 -0.25438 1.38314
C -0.94508 -1.06495 0.72161
O -0.65627 -2.19938 0.43379
C -2.24562 -0.38499 0.35292
C -2.06001 0.09596 -1.09734
C -3.34754 0.76330 -1.57493
C -4.49517 -0.24409 -1.52043
C -4.68009 -0.72465 -0.08193
C -3.39662 -1.39372 0.40466
H -3.52560 -1.75033 1.42961
H -3.15046 -2.25448 -0.21911
C -5.00418 0.46751 0.81766
C -3.85538 1.47353 0.76022
C -3.67009 1.95677 -0.67745
H -4.58199 2.44806 -1.02505
H -2.85766 2.68516 -0.72278
C -2.56471 0.81369 1.24612
H -2.67909 0.48386 2.28138
H -1.74309 1.53002 1.21040
H -4.08671 2.32852 1.40582
H -5.15143 0.12874 1.84586
H -5.93047 0.94255 0.48616
H -5.50212 -1.44822 -0.04073
H -4.27461 -1.09386 -2.16991
H -5.41669 0.22167 -1.87765
H -3.21017 1.10684 -2.60618
H -1.81753 -0.75852 -1.73233
H -1.22261 0.79478 -1.14571
*
```

## Properties
HOMO	-9.13	eV
orbital gap	0.362	hartree


Pick (two): it beats the second-best structure by 237.5 kJ/mol.


(one)
Entry from the Open Molecules 2025 dataset: a molecular structure, CsH2O (ωB97M-V with the def2-TZVPD basis set).

```
! wB97M-V def2-TZVPD RIJCOSX def2/J DEFGRID3
* xyz 1 1
Cs 6.57388 14.27301 17.80028
O 8.54168 14.60553 20.07649
H 9.10800 14.22166 19.39425
H 9.09355 14.82000 20.84474
*
```

## Properties
HOMO	-16.21	eV
orbital gap	0.450	hartree


(two)
Entry from the Open Molecules 2025 dataset: a molecular structure, CsH2O (ωB97M-V with the def2-TZVPD basis set).

```
! wB97M-V def2-TZVPD RIJCOSX def2/J DEFGRID3
* xyz 1 1
Cs 1.66273 0.54906 -0.28578
O -0.27988 -0.07278 0.35046
H -0.98521 0.45932 -0.01777
H -0.39765 -0.93560 -0.04692
*
```

## Properties
HOMO	-16.42	eV
orbital gap	0.451	hartree


Pick (one): it beats the second-best structure by 212.0 kJ/mol.


(one)
Entry from the Open Molecules 2025 dataset: 2 unconnected molecules or ions with the total composition C6H9N2O2 (ωB97M-V with the def2-TZVPD basis set).

```
! wB97M-V def2-TZVPD RIJCOSX def2/J DEFGRID3
* xyz -1 1
C 2.38059 0.39517 1.72667
C -0.95719 -0.89478 2.21906
C 1.18130 -0.34815 1.63181
C 0.48452 -0.79237 0.50200
N 0.22650 -0.26400 2.62701
N -0.76233 -1.31489 0.89828
H -1.69569 -1.25719 2.92352
H -1.19605 -1.44649 -0.09435
H 0.91308 -1.12674 -0.43089
H 2.23751 1.51928 2.04078
H 2.94030 0.52137 0.71986
H 3.13463 0.00478 2.41831
C -0.79184 1.33771 -2.85505
C -1.69815 0.04563 -1.85966
O -2.81469 0.49890 -1.70904
O -1.39124 -1.09003 -1.58506
H 0.22983 0.94443 -2.66400
H -1.39408 2.21486 -2.56911
H -1.02700 1.05251 -3.94015
*
```

## Properties
HOMO	-4.19	eV
orbital gap	0.293	hartree


(two)
Entry from the Open Molecules 2025 dataset: 2 unconnected molecules or ions with the total composition C6H9N2O2 (ωB97M-V with the def2-TZVPD basis set).

```
! wB97M-V def2-TZVPD RIJCOSX def2/J DEFGRID3
* xyz -1 1
C 1.48474 -0.70683 2.85122
C -1.28049 -0.62897 0.60290
C 0.51143 -0.76031 1.70949
C 0.76337 -1.27861 0.45591
N -0.78411 -0.36681 1.80817
N -0.40307 -1.19460 -0.25735
H -2.24064 -0.45749 0.13470
H -0.60576 -0.71146 -1.68576
H 1.72097 -1.43533 -0.02276
H 0.97122 -0.92537 3.78211
H 2.04218 0.23068 2.95789
H 2.30106 -1.41114 2.66866
C -0.46288 1.72914 -1.69722
C -0.94329 0.86116 -2.79747
O -1.43804 1.37012 -3.79004
O -0.76267 -0.42121 -2.69463
H 0.59418 1.74810 -1.44532
H -0.85874 1.56378 -0.68962
H -0.60946 2.79515 -1.89088
*
```

## Properties
HOMO	-4.01	eV
orbital gap	0.289	hartree


Pick (two): it beats the second-best structure by 262.8 kJ/mol.


(one)
Entry from the Open Molecules 2025 dataset: a single H5NOSi molecule (ωB97M-V with the def2-TZVPD basis set).

```
! wB97M-V def2-TZVPD RIJCOSX def2/J DEFGRID3
* xyz 0 1
N 0.95954 -0.51412 -0.56193
O -0.27496 0.94114 1.34544
Si -0.68625 0.07417 0.03451
H 1.44559 -1.18042 0.10950
H 0.85464 -0.94690 -1.51856
H 0.34368 1.67941 1.14623
H -1.05024 1.10888 -0.97166
H -1.59201 -1.16217 0.41647
*
```

## Properties
HOMO	-9.75	eV
orbital gap	0.392	hartree


(two)
Entry from the Open Molecules 2025 dataset: 2 unconnected molecules or ions with the total composition H5NOSi (ωB97M-V with the def2-TZVPD basis set).

```
! wB97M-V def2-TZVPD RIJCOSX def2/J DEFGRID3
* xyz 0 1
N -0.48324 0.73505 -0.67335
O -0.32811 -1.23810 1.19488
Si 0.54532 -0.38713 0.11692
H -0.94537 2.34209 0.03344
H -0.14090 1.18376 -1.50977
H -1.24982 -1.40271 0.99844
H 0.88363 -1.21785 -1.05053
H 1.71849 -0.01511 0.88998
*
```

## Properties
HOMO (alpha / beta)	-10.26 / -10.26	eV
orbital gap (alpha / beta)	0.337 / 0.338	hartree


Pick (one): it beats the second-best structure by 319.3 kJ/mol.